Density functional theory data (the ωB97M-V functional and the def2-TZVPD basis) for a 3-piece molecular cluster, C36H37O4P overall.

Last column: Mulliken charge in e.
Atoms and positions in Å:
1 O 1.655 2.298 1.278  -0.634
2 C 1.326 1.958 0.160  0.400
3 C 1.909 2.616 -1.043  0.213
4 C 2.841 3.631 -0.867  -0.481
5 C 3.412 4.242 -1.970  -0.593
6 C 3.058 3.840 -3.254  -0.490
7 C 2.126 2.833 -3.435  -0.611
8 C 1.547 2.219 -2.332  0.237
9 C 0.538 1.145 -2.549  0.484
10 O 0.191 0.817 -3.663  -0.665
11 C -0.042 0.483 -1.343  0.486
12 C -0.969 -0.534 -1.522  -0.909
13 C -1.514 -1.174 -0.422  -0.477
14 C -1.141 -0.792 0.862  -0.756
15 C -0.222 0.226 1.046  -0.606
16 C 0.337 0.864 -0.055  0.378
17 H 3.110 3.933 0.136  0.539
18 H 4.138 5.032 -1.831  0.423
19 H 3.510 4.316 -4.114  0.390
20 H 1.837 2.513 -4.427  0.485
21 H -1.254 -0.818 -2.526  0.676
22 H -2.234 -1.969 -0.563  0.479
23 H -1.572 -1.289 1.722  0.412
24 H 0.063 0.541 2.040  0.618
25 O 2.107 2.747 9.038  -0.663
26 C 2.410 3.306 8.006  0.640
27 C 2.353 2.598 6.696  0.331
28 C 1.923 1.279 6.664  -0.661
29 C 1.848 0.608 5.455  -0.674
30 C 2.195 1.252 4.272  -0.473
31 C 2.632 2.566 4.298  -0.789
32 C 2.717 3.240 5.509  0.243
33 C 3.206 4.649 5.516  0.536
34 O 3.564 5.197 4.495  -0.665
35 C 3.239 5.366 6.824  0.128
36 C 3.659 6.690 6.855  -0.529
37 C 3.685 7.378 8.056  -0.475
38 C 3.293 6.748 9.231  -0.479
39 C 2.879 5.428 9.207  -0.550
40 C 2.851 4.732 8.006  0.141
41 H 1.651 0.792 7.590  0.479
42 H 1.514 -0.421 5.432  0.399
43 H 2.127 0.734 3.326  0.613
44 H 2.900 3.074 3.384  0.701
45 H 3.960 7.167 5.933  0.473
46 H 4.012 8.410 8.078  0.399
47 H 3.311 7.289 10.168  0.395
48 H 2.574 4.923 10.114  0.475
49 C 1.203 -4.720 -3.931  -1.347
50 C -0.302 -4.953 -4.003  -0.604
51 C -1.166 -3.711 -4.157  0.600
52 C -0.637 -2.727 -5.201  -1.625
53 P -2.896 -4.252 -4.739  0.348
54 C -4.611 -4.809 -5.334  -1.365
55 C -5.609 -5.069 -4.213  1.071
56 C -6.785 -5.948 -4.663  -1.505
57 C -6.113 -3.744 -3.617  -1.518
58 H 1.730 -5.669 -3.823  0.396
59 H 1.473 -4.098 -3.078  0.321
60 H 1.591 -4.238 -4.828  0.320
61 H -0.600 -5.491 -3.099  0.384
62 H -0.510 -5.624 -4.848  0.314
63 H -1.300 -3.217 -3.187  -0.031
64 H -0.208 -3.298 -6.031  0.422
65 H -1.445 -2.130 -5.631  0.489
66 H 0.137 -2.067 -4.816  0.360
67 H -2.980 -5.207 -3.674  -0.141
68 H -2.305 -4.713 -5.957  0.006
69 H -3.349 -2.899 -4.590  -0.065
70 H -5.010 -4.065 -6.031  0.421
71 H -4.436 -5.730 -5.903  0.411
72 H -5.085 -5.588 -3.403  0.182
73 H -6.525 -6.565 -5.521  0.379
74 H -7.127 -6.600 -3.861  0.348
75 H -7.633 -5.327 -4.961  0.345
76 H -5.435 -3.350 -2.860  0.294
77 H -6.245 -2.989 -4.392  0.337
78 H -7.078 -3.886 -3.126  0.463

- structure (SMILES) = O=C1c2ccccc2C(=O)c2ccccc21.O=C1c2ccccc2C(=O)c2ccccc21.CC[C@@H](C)[PH3]CC(C)C
- HOMO level (eV) = -7.99